1.
DFT (ωB97M-V/def2-TZVPD) results for C48H54As2ClKN2O14S2 as an isolated structure.

```
124
Properties=species:S:1:pos:R:3:forces:R:3:mulliken_charge:R:1
K 0.105 1.288 0.138 0.140 0.696 1.275 0.845
S -1.614 6.115 0.610 -0.013 0.038 -0.050 -0.550
C -2.808 5.395 -0.410 0.006 0.049 0.000 0.839
C -3.717 5.991 -1.275 -0.022 0.016 -0.022 -0.650
C -4.580 5.178 -1.986 0.013 -0.039 0.005 -0.780
C -4.529 3.787 -1.840 -0.085 0.018 -0.032 -0.685
C -3.617 3.194 -0.990 -0.025 0.010 -0.053 0.881
C -2.751 4.004 -0.255 -0.107 -0.161 -0.175 -1.476
N -1.819 3.535 0.640 0.085 -0.006 0.093 0.386
C -1.145 4.492 1.174 0.112 0.036 0.122 -0.221
C -0.074 4.350 2.182 -0.259 0.008 -0.249 1.073
C 0.342 5.515 2.840 0.108 -0.027 0.122 -1.024
C 1.318 5.444 3.814 -0.002 0.052 0.027 -0.844
C 1.842 4.193 4.127 0.066 0.145 0.046 -0.741
C 1.397 3.070 3.451 -0.076 -0.186 0.045 -0.316
C 0.432 3.055 2.424 0.143 0.279 0.255 0.197
H -3.749 7.066 -1.391 -0.002 0.044 -0.001 0.375
H -5.301 5.620 -2.660 -0.040 0.022 -0.035 0.374
H -5.225 3.169 -2.395 -0.011 0.007 0.012 0.434
H -3.564 2.120 -0.879 0.023 -0.046 0.031 0.418
H -0.097 6.480 2.614 -0.049 0.069 -0.038 0.309
H 1.653 6.337 4.329 0.007 0.025 0.013 0.334
H 2.603 4.114 4.897 0.050 -0.046 0.053 0.394
H 1.823 2.121 3.762 0.113 -0.131 0.021 -0.036
O -0.560 -1.598 -3.134 -0.102 -0.137 -0.057 -0.609
H 0.118 -2.279 -3.054 0.015 -0.005 -0.029 0.257
H -0.121 -0.775 -2.851 0.124 0.212 0.060 0.180
O 0.916 -1.367 2.178 0.100 0.086 -0.014 -0.378
H 0.063 -0.931 1.784 -0.133 -0.045 0.044 -0.052
H 0.635 -1.533 3.085 -0.037 -0.053 0.061 0.137
C -0.724 -1.165 6.942 0.041 0.014 -0.078 -1.096
C -2.009 -0.998 6.142 -0.020 0.070 0.071 -0.425
S -1.762 -0.831 4.354 -0.016 -0.010 -0.169 0.037
O -1.249 -0.296 1.289 -0.263 -0.776 0.485 -0.495
C -1.265 0.911 4.300 -0.104 0.166 0.436 1.237
C -2.420 1.892 4.435 0.005 -0.005 -0.052 -1.073
H -0.930 -1.338 8.001 -0.033 0.014 0.052 0.391
H -0.102 -0.274 6.863 0.039 0.027 0.000 0.262
H -0.143 -2.004 6.562 0.005 -0.056 -0.008 0.239
H -2.560 -0.124 6.493 -0.039 0.020 0.035 0.197
H -2.665 -1.856 6.293 0.012 -0.063 -0.070 0.380
H -0.760 1.122 3.367 0.140 -0.259 -0.361 -1.201
H -0.531 1.064 5.094 0.022 0.037 0.011 0.538
H -3.036 1.864 3.537 -0.055 -0.025 -0.029 0.122
H -2.024 2.906 4.522 0.028 0.028 -0.001 0.281
H -3.054 1.690 5.301 0.000 -0.009 0.035 0.345
C 3.704 0.116 3.529 -0.079 -0.228 0.203 -0.765
O 3.978 1.006 2.441 0.033 0.365 -0.270 -0.461
C 3.689 0.632 1.194 -0.229 0.097 -0.390 0.280
O 3.348 1.430 0.346 0.436 -0.348 0.376 -0.645
C 3.792 -0.829 0.859 0.121 -0.151 -0.070 0.393
C 4.858 -1.571 1.176 -0.164 0.154 -0.113 1.099
As 4.910 -3.522 1.318 0.001 -0.028 0.065 -0.303
C 6.388 -3.862 0.061 -0.024 0.028 -0.031 -1.188
C 3.439 -4.043 0.144 -0.089 0.154 -0.006 1.130
C 2.498 -3.258 -0.388 0.248 -0.103 0.003 -0.290
As 2.313 -1.279 -0.374 -0.046 -0.143 0.214 1.474
C 3.402 -1.066 -2.003 -0.053 -0.015 0.011 -1.341
C 1.361 -3.766 -1.213 0.035 0.118 -0.076 -0.245
O 1.372 -3.726 -2.424 -0.045 -0.045 0.059 -0.833
O 0.320 -4.101 -0.466 0.088 -0.101 -0.020 -0.302
C -0.899 -4.387 -1.166 -0.126 0.003 0.027 -0.246
C 3.440 -5.523 0.016 0.009 -0.017 0.050 0.015
O 4.188 -6.243 0.646 -0.105 0.076 -0.142 -0.617
O 2.565 -5.999 -0.880 0.037 0.060 0.086 -0.157
C 2.499 -7.416 -0.984 0.003 -0.099 -0.020 -0.852
C 6.115 -1.016 1.771 0.207 -0.287 0.350 -0.427
O 6.614 -1.475 2.778 -0.241 0.443 -0.532 -0.603
O 6.758 -0.030 1.105 0.048 -0.138 0.418 -0.420
C 6.617 0.146 -0.305 -0.052 -0.018 -0.059 -0.319
H 3.366 0.755 4.342 0.033 -0.023 0.017 0.400
H 4.608 -0.417 3.819 -0.039 -0.006 0.022 0.328
H 2.905 -0.579 3.266 0.032 0.056 0.016 0.231
H 7.299 -3.435 0.482 0.006 -0.001 -0.007 0.364
H 6.183 -3.424 -0.915 0.017 -0.011 -0.005 0.326
H 6.510 -4.939 -0.032 0.009 0.011 0.000 0.397
H 4.387 -1.518 -1.890 -0.015 -0.004 -0.016 0.356
H 3.466 0.003 -2.196 0.014 0.036 0.008 0.310
H 2.856 -1.537 -2.819 0.020 0.002 -0.020 0.475
H -1.470 -5.036 -0.507 -0.008 0.036 -0.017 0.323
H -0.690 -4.876 -2.117 -0.004 -0.002 0.034 0.367
H -1.429 -3.451 -1.335 -0.005 -0.033 -0.070 -0.198
H 1.805 -7.613 -1.798 0.021 -0.032 0.024 0.287
H 2.128 -7.847 -0.053 0.032 0.000 -0.045 0.324
H 3.483 -7.832 -1.204 -0.070 0.009 0.009 0.274
H 7.241 1.005 -0.540 -0.004 -0.040 -0.043 0.292
H 5.595 0.353 -0.611 -0.039 0.015 0.025 0.096
H 6.993 -0.739 -0.823 -0.046 0.053 -0.044 0.231
C -0.564 -0.864 -6.598 0.001 -0.011 -0.036 -1.412
C -1.647 -0.094 -5.908 -0.013 0.100 0.104 1.163
C -2.983 -0.370 -6.114 -0.006 -0.044 0.004 -0.677
C -3.958 0.329 -5.419 -0.040 0.019 -0.007 -0.006
Cl -5.644 -0.041 -5.723 -0.022 -0.005 0.045 -0.290
C -3.621 1.294 -4.497 -0.036 -0.034 0.025 -0.775
C -2.280 1.589 -4.273 0.014 -0.057 -0.110 -0.744
C -1.301 0.913 -4.991 0.094 -0.069 0.022 0.627
O 0.031 1.142 -4.876 -0.063 -0.072 -0.031 -0.492
C 0.435 2.205 -4.024 0.023 0.124 -0.097 -0.968
C 0.374 1.904 -2.513 0.178 0.258 -0.592 1.011
O 0.786 0.773 -2.140 0.004 -0.467 -0.918 0.262
O -0.012 2.841 -1.802 -0.077 0.380 -0.352 -0.653
H -0.990 -1.630 -7.244 -0.012 -0.019 -0.024 0.399
H 0.072 -1.340 -5.852 0.046 -0.034 0.044 0.173
H 0.070 -0.208 -7.197 0.024 0.022 -0.001 0.291
H -3.272 -1.148 -6.810 -0.010 -0.012 -0.024 0.350
H -4.388 1.811 -3.939 -0.002 0.010 -0.002 0.540
H -2.026 2.332 -3.532 0.041 0.044 0.076 0.579
H -0.144 3.107 -4.239 0.027 -0.020 0.020 0.427
H 1.481 2.388 -4.280 -0.014 0.002 0.032 0.363
C -1.864 -1.163 0.440 -0.001 -0.114 0.057 0.580
C -3.251 -0.709 0.032 0.017 0.046 -0.024 -0.013
C -3.782 -1.010 -1.221 0.053 0.086 0.030 -0.005
C -5.053 -0.588 -1.570 0.018 0.086 0.013 -0.854
C -5.806 0.148 -0.654 0.010 -0.063 -0.021 0.595
C -5.278 0.465 0.598 0.058 0.015 0.029 -0.775
C -4.003 0.048 0.928 -0.085 -0.070 -0.051 0.114
C -7.120 0.595 -1.010 -0.087 0.041 -0.015 0.037
N -8.179 0.949 -1.289 -0.064 0.010 -0.018 -0.679
H -1.301 -1.348 -0.502 0.006 0.017 -0.020 -0.767
H -2.009 -2.176 0.887 0.038 -0.053 -0.036 0.158
H -3.163 -1.526 -1.946 0.011 -0.060 -0.037 0.230
H -5.454 -0.791 -2.554 -0.031 -0.017 -0.055 0.507
H -5.861 1.061 1.290 -0.011 -0.004 -0.007 0.421
H -3.545 0.308 1.871 0.042 0.016 0.065 -0.084
```
Forces are in eV/Å.

E_HOMO in eV: -1.860
Spin multiplicity: 1
Charge: -2
LUMO energy in eV: 3.47

2.
DFT (ωB97M-V/def2-TZVPD) results for C48H54HgN3O2P2SSi as an isolated structure.

```
112
Properties=species:S:1:pos:R:3:forces:R:3:mulliken_charge:R:1
Hg 0.334 -1.641 1.587 -0.714 -0.359 0.344 3.336
O 2.748 -1.459 1.164 0.268 -0.022 0.103 -0.675
C 3.772 -2.130 1.498 -0.118 0.146 -0.101 -0.043
C 4.942 -2.091 0.660 0.055 -0.040 0.020 -0.558
C 6.100 -2.764 0.959 -0.030 -0.035 0.095 -0.368
C 6.200 -3.552 2.117 0.001 0.049 -0.041 -0.823
C 5.092 -3.624 2.938 -0.017 0.001 -0.050 -0.598
C 3.892 -2.952 2.678 -0.078 -0.090 0.142 0.896
C 2.829 -3.143 3.666 0.283 -0.070 -0.106 -0.895
N 1.663 -2.661 3.635 -0.381 0.152 -0.015 0.315
C 0.742 -2.928 4.726 0.009 -0.039 -0.071 -0.893
C -0.713 -2.957 4.213 0.199 0.249 0.062 -0.486
N -1.014 -1.744 3.518 -0.262 0.013 0.254 0.107
C -1.597 -0.761 4.230 0.290 -0.142 -0.246 -1.444
C -1.595 0.618 3.933 0.091 0.045 0.059 1.181
C -2.412 1.498 4.713 0.075 -0.040 -0.153 -0.901
C -2.347 2.881 4.618 0.087 -0.131 -0.053 -0.689
C -1.421 3.462 3.754 0.100 -0.139 -0.104 -0.685
C -0.603 2.627 2.961 -0.048 0.095 0.165 0.054
C -0.691 1.226 2.959 0.027 -0.099 -0.097 -0.071
O 0.058 0.541 2.122 0.093 0.283 -0.038 0.012
H 4.864 -1.486 -0.237 -0.011 -0.004 -0.002 0.373
H 6.952 -2.687 0.290 -0.003 0.011 -0.025 0.344
H 7.114 -4.079 2.360 -0.009 -0.018 -0.008 0.351
H 5.137 -4.236 3.836 0.009 0.005 0.035 0.264
H 3.117 -3.789 4.515 0.073 -0.018 0.025 0.014
H 1.005 -3.861 5.255 0.005 -0.010 -0.004 0.532
H 0.803 -2.101 5.440 0.036 0.057 0.001 0.227
H -0.823 -3.811 3.534 -0.023 -0.052 0.042 -0.287
H -1.370 -3.115 5.087 -0.052 -0.087 0.015 0.383
H -2.108 -1.040 5.165 -0.052 -0.071 -0.026 -0.080
H -3.089 1.041 5.431 -0.023 0.007 -0.039 0.268
H -2.996 3.504 5.227 0.006 -0.022 0.023 0.301
H -1.322 4.542 3.693 0.015 -0.045 -0.028 0.391
H 0.166 3.061 2.330 -0.082 0.017 0.110 0.217
C -0.042 5.314 -4.599 0.068 -0.074 -0.044 -0.462
S 1.361 4.207 -4.854 -0.022 -0.050 0.008 -0.143
C 0.496 2.649 -5.215 0.032 0.070 0.106 -1.153
C -0.443 2.119 -4.133 0.037 0.034 0.126 0.048
C 0.303 1.712 -2.858 -0.189 0.094 -0.012 -0.277
N -0.528 1.614 -1.641 0.012 -0.344 -0.160 1.315
P -0.077 2.556 -0.259 -0.260 0.055 -0.359 0.169
C -0.746 4.200 -0.757 0.075 -0.006 0.160 0.736
C -0.261 5.379 -0.182 0.038 0.032 -0.039 -0.811
C -0.922 6.588 -0.358 0.053 -0.050 0.018 -0.635
C -2.102 6.644 -1.088 0.013 0.021 0.007 -0.586
C -2.616 5.477 -1.632 0.053 -0.100 -0.026 -0.720
C -1.946 4.270 -1.465 -0.079 0.042 -0.113 -0.574
C 1.740 2.746 -0.435 0.059 0.002 0.224 0.345
C 2.483 1.729 0.175 -0.104 0.037 0.033 -0.911
C 3.870 1.746 0.127 0.050 -0.001 -0.017 -0.646
C 4.532 2.788 -0.509 -0.072 -0.003 -0.009 -0.649
C 3.802 3.800 -1.124 -0.044 -0.013 -0.005 -0.901
C 2.414 3.774 -1.093 0.068 0.027 -0.029 -0.058
P -0.891 -0.064 -1.145 0.143 0.407 -0.140 -0.570
C -1.386 -0.723 -2.808 -0.121 -0.075 0.224 0.383
C -2.591 -0.441 -3.443 -0.145 0.104 -0.164 -0.261
C -2.896 -1.002 -4.676 -0.036 0.090 0.086 -0.694
C -1.992 -1.856 -5.296 -0.102 0.010 -0.028 -0.443
C -0.788 -2.143 -4.679 0.151 0.022 0.135 -0.925
C -0.496 -1.587 -3.435 0.129 -0.109 -0.096 -0.318
C -2.553 0.005 -0.338 -0.037 -0.037 -0.027 1.326
C -2.960 1.002 0.550 0.120 0.008 -0.053 -0.309
C -4.148 0.885 1.261 0.011 0.014 -0.029 -0.946
C -4.951 -0.233 1.108 0.039 -0.012 -0.037 -0.633
C -4.553 -1.244 0.241 0.011 0.028 0.042 -0.950
C -3.366 -1.129 -0.462 0.057 0.031 -0.060 -0.320
H 0.343 6.331 -4.655 -0.026 0.005 0.009 0.373
H -0.500 5.162 -3.625 -0.057 0.002 0.046 -0.126
H -0.783 5.169 -5.387 -0.012 0.041 0.015 0.316
H 1.307 1.937 -5.393 -0.039 -0.029 -0.041 0.379
H -0.042 2.783 -6.155 -0.016 -0.058 -0.025 0.546
H -0.979 1.268 -4.555 -0.065 -0.026 0.009 -0.286
H -1.193 2.871 -3.877 0.013 0.023 -0.036 0.248
H 1.075 2.460 -2.688 0.038 -0.029 0.012 0.366
H 0.827 0.764 -3.029 0.095 0.032 -0.042 0.174
H 0.642 5.349 0.417 -0.015 0.007 -0.005 0.414
H -0.521 7.488 0.092 0.011 -0.008 0.010 0.399
H -2.623 7.586 -1.213 0.002 -0.007 -0.006 0.374
H -3.548 5.501 -2.185 -0.009 -0.013 -0.008 0.401
H -2.358 3.357 -1.877 -0.011 0.004 0.017 0.365
H 1.969 0.933 0.704 0.020 -0.009 0.052 0.342
H 4.427 0.945 0.598 -0.059 -0.018 0.011 0.461
H 5.615 2.815 -0.528 0.002 -0.016 -0.013 0.371
H 4.313 4.604 -1.641 -0.001 0.007 -0.004 0.398
H 1.856 4.547 -1.609 0.006 0.016 0.038 0.384
H -3.294 0.235 -2.969 -0.018 -0.042 0.019 0.402
H -3.841 -0.772 -5.154 -0.005 -0.004 0.005 0.390
H -2.235 -2.305 -6.251 0.008 0.017 -0.031 0.366
H -0.079 -2.809 -5.154 0.008 -0.016 0.027 0.445
H 0.437 -1.828 -2.936 -0.030 -0.024 -0.014 0.412
H -2.329 1.859 0.746 0.030 0.005 0.019 0.182
H -4.416 1.661 1.966 0.045 -0.003 0.022 0.366
H -5.867 -0.331 1.678 -0.002 -0.001 0.007 0.350
H -5.160 -2.135 0.128 0.010 -0.015 -0.005 0.383
H -3.066 -1.937 -1.119 -0.003 -0.010 0.009 0.317
C -1.377 -5.776 1.585 -0.125 0.015 0.113 -1.282
Si -0.051 -5.029 0.467 -0.007 -0.203 -0.008 0.220
C 1.625 -5.533 1.130 0.196 0.046 0.085 -0.924
C -0.262 -5.959 -1.173 -0.005 -0.017 -0.192 -1.252
C -0.234 -3.235 0.182 0.273 0.463 -0.204 0.269
H -1.634 -6.784 1.245 0.006 0.021 0.030 0.366
H -2.289 -5.170 1.576 0.046 -0.034 -0.006 0.372
H -1.045 -5.847 2.624 -0.018 0.019 -0.026 0.339
H 1.788 -6.612 1.032 -0.002 0.045 0.016 0.407
H 1.717 -5.262 2.186 0.011 -0.009 -0.056 0.189
H 2.431 -5.010 0.602 -0.050 -0.054 0.036 0.248
H -0.203 -7.045 -1.033 0.002 0.058 -0.019 0.299
H 0.510 -5.667 -1.896 -0.060 -0.024 0.069 0.293
H -1.234 -5.724 -1.623 0.065 -0.034 0.031 0.280
H -1.274 -3.029 -0.091 -0.042 0.036 0.020 -0.520
H 0.377 -2.995 -0.699 -0.037 -0.010 0.005 -0.307
```
Forces are in eV/Å.

E_HOMO (alpha / beta) in eV: 1.367 / -1.304
Spin multiplicity: 2
Charge: -2
LUMO energy (alpha / beta) in eV: 3.70 / 3.70

So what do the calculations give for ΔE to the lowest compared entry with this formula, charge and spin? Going down the list: 181.4; 136.6 kJ/mol.